1.
C22H57BF4N3O8 | ωB97M-V/def2-TZVPD

Geometry (Å):
1 F 48.8510 35.1360 61.8120
2 F 49.9870 36.8290 62.7980
3 F 48.4100 37.3070 61.3180
4 F 50.3330 36.3530 60.6550
5 O 46.1610 40.0240 61.2960
6 O 50.6100 34.1260 63.8580
7 O 49.8210 35.5030 58.2250
8 O 48.4900 39.5330 62.8400
9 O 46.6920 34.2140 63.2710
10 O 47.9990 30.2200 61.2350
11 O 50.5420 38.9920 59.0000
12 O 50.8820 36.0490 65.9850
13 N 54.4960 37.5730 63.2660
14 N 44.5180 33.9470 57.8250
15 N 44.5100 38.2340 64.3930
16 C 46.3940 35.1100 59.3230
17 C 47.7030 39.7030 63.9970
18 C 51.9230 34.2160 63.4010
19 C 49.6570 40.9300 57.8590
20 C 48.2280 31.5960 61.4310
21 C 46.8270 33.9550 64.6690
22 C 47.9830 40.9410 64.7760
23 C 51.6190 38.2260 66.6570
24 C 51.8570 36.0890 57.6260
25 C 50.9940 37.3520 65.5850
26 C 52.5470 38.6930 61.7750
27 C 44.6450 37.6600 63.3780
28 C 47.6030 35.1720 65.2020
29 C 50.0380 40.3250 59.2320
30 C 53.5910 38.0130 62.7030
31 C 52.6370 33.3310 64.2990
32 C 44.8540 36.8510 62.1420
33 C 46.4610 41.6670 59.4070
34 C 46.4770 40.1350 59.9070
35 C 51.0030 34.9160 57.7190
36 C 49.0020 32.1320 60.1380
37 C 45.3870 34.4260 58.4590
38 B 49.3660 36.3910 61.6450
39 H 50.5870 35.4110 65.2640
40 H 50.8830 40.8390 59.4720
41 H 49.9520 34.3940 63.1420
42 H 51.0270 37.8110 67.5160
43 H 48.9960 40.8820 65.0960
44 H 49.3600 40.4600 59.8920
45 H 49.3740 41.7500 57.9620
46 H 48.8100 40.1710 57.4230
47 H 51.4800 34.1030 58.1910
48 H 49.7880 31.5560 59.8810
49 H 46.1990 36.3550 59.3890
50 H 52.7840 35.8780 57.1780
51 H 47.5800 34.3520 62.8700
52 H 53.8300 33.4820 64.1980
53 H 45.6550 42.2340 59.7490
54 H 52.1010 34.0680 62.3030
55 H 50.0540 37.6340 65.4310
56 H 47.2590 32.1900 61.2960
57 H 47.2920 42.0990 59.8890
58 H 48.3390 31.9080 59.1740
59 H 50.3980 38.5030 59.6200
60 H 47.9500 29.7870 62.0100
61 H 52.2590 38.0700 61.0190
62 H 48.3820 35.1770 64.6510
63 H 52.7430 39.7360 61.4120
64 H 50.4210 40.7360 57.0870
65 H 47.4240 39.6010 59.7670
66 H 52.0980 36.5220 58.6750
67 H 45.9990 36.8260 61.9170
68 H 51.6850 38.5940 62.4620
69 H 46.3360 34.6830 60.2660
70 H 47.3980 35.1060 59.0360
71 H 52.7410 33.4820 65.3550
72 H 46.5170 41.6500 58.3490
73 H 52.2920 35.3190 63.4650
74 H 47.1450 39.9730 61.6650
75 H 47.9570 41.8460 64.0520
76 H 46.6430 39.6130 63.7150
77 H 51.5340 36.9470 57.0630
78 H 47.1790 32.8460 64.7240
79 H 45.7580 34.1470 64.9480
80 H 47.0190 36.1330 65.2160
81 H 50.1010 36.0440 58.9650
82 H 44.5440 36.0250 62.4910
83 H 47.8040 38.8740 64.4210
84 H 51.6170 39.3380 66.4000
85 H 45.4620 39.6910 59.4790
86 H 52.5450 32.3100 64.1220
87 H 48.3950 38.5820 62.8440
88 H 47.3990 41.1150 65.5830
89 H 48.8230 31.7400 62.3410
90 H 44.2120 37.2460 61.4370
91 H 49.4470 33.0230 60.1590
92 H 51.0110 34.4770 56.6900
93 H 47.6500 34.9510 66.2490
94 H 51.8300 37.4210 64.6500
95 H 52.7160 38.0110 66.6680

Properties
Net charge: -1
Total energy, eV: -56131.081
Energy relative to the best compared isomer or geometry (same formula, charge and spin), kJ/mol: 230.0
Frontier orbital gap, Ha: 0.3615
Molecular weight, u: 578.515



2.
C19H21N3O3 | ωB97M-V/def2-TZVPD

Geometry (Å):
1 O -1.7079 0.8306 -1.0996
2 O 1.1271 3.2681 0.6504
3 O -1.1574 -1.1895 0.3399
4 N 0.6767 1.0476 0.5313
5 N 3.0278 1.4144 0.1788
6 N 2.2388 -0.6810 0.1952
7 C -2.4943 -0.9732 0.1600
8 C 4.1147 0.5991 -0.0199
9 C -3.5219 -1.7434 0.6741
10 C 0.3321 2.3489 0.7207
11 C -0.6691 -2.4583 0.7393
12 C 1.9508 0.5884 0.2973
13 C 5.4612 0.8554 -0.2041
14 C -5.1388 -0.2090 -0.2176
15 C -1.9418 3.0769 -0.1300
16 C -0.8568 -3.5185 -0.3381
17 C -4.1188 0.5684 -0.7490
18 C -1.7588 2.2093 -1.3825
19 C -4.8421 -1.3594 0.4825
20 C 4.4485 -1.8026 -0.1887
21 C 5.7908 -1.5394 -0.3722
22 C -2.7996 0.1916 -0.5790
23 C -1.1325 2.5515 1.0636
24 C 6.2897 -0.2367 -0.3800
25 C 3.5967 -0.7200 -0.0098
26 H -2.5369 2.4413 -2.1209
27 H -3.3056 -2.6368 1.2384
28 H -1.9116 -3.6780 -0.5525
29 H -0.0371 0.3215 0.4681
30 H -5.6345 -1.9669 0.8919
31 H -1.1860 3.2894 1.8660
32 H -0.7856 2.4152 -1.8368
33 H -2.9946 3.1033 0.1581
34 H 4.0634 -2.8098 -0.1829
35 H -1.5624 1.6146 1.4186
36 H -0.4176 -4.4554 -0.0076
37 H 6.4777 -2.3610 -0.5139
38 H 2.9723 2.4202 0.2524
39 H -6.1650 0.0922 -0.3611
40 H -0.3611 -3.1984 -1.2506
41 H -1.1337 -2.7693 1.6839
42 H -4.3631 1.4590 -1.3069
43 H 7.3480 -0.0796 -0.5270
44 H 0.3974 -2.2767 0.9023
45 H -1.6253 4.0916 -0.3726
46 H 5.8461 1.8641 -0.2098

Properties
Total energy, eV: -30657.821
Energy relative to the best compared isomer or geometry (same formula, charge and spin), kJ/mol: 97.3
Frontier orbital gap, Ha: 0.3188
Molecular weight, u: 339.395
SMILES: CCOc1ccccc1OCCCC(=O)Nc1nc2ccccc2[nH]1